1.
# C11H23Cl8NO

5 unconnected molecules or ions with the total composition C11H23Cl8NO at a distorted geometry (ωB97M-V/def2-TZVPD, OMol25).

XYZ file:
```
44
Properties=species:S:1:pos:R:3:forces:R:3
Cl -2.46391 -0.67677 -7.30546 -0.46 -0.18 -0.73
C -0.94705 -0.75488 -6.43313 0.45 0.81 1.30
C -1.22625 -0.18214 -5.00599 0.56 -0.71 -0.37
Cl 0.34231 -0.17934 -4.20480 0.80 0.03 0.46
H -0.14254 -0.21369 -6.93108 -0.50 0.69 -0.08
H -0.49678 -1.74753 -6.43603 -0.76 -0.33 0.49
H -1.88286 -0.80501 -4.39855 -0.02 -0.20 -0.36
H -1.59313 0.83889 -4.90108 -0.07 -0.08 -0.83
Cl -2.75460 -2.84837 5.62857 -0.30 0.52 -0.46
C -1.89961 -1.85889 4.37249 2.07 -1.36 0.16
C -0.87975 -0.89995 5.06376 -2.15 1.03 0.31
Cl 0.05574 -1.56226 6.44805 0.10 -0.18 -0.74
H -2.56476 -1.47646 3.59826 -0.16 0.81 0.79
H -1.34956 -2.61885 3.81751 0.21 -0.07 0.08
H -1.51843 -0.16570 5.55475 0.03 0.13 0.10
H -0.27247 -0.27810 4.40602 0.20 -0.78 -0.28
Cl 7.68933 0.44792 -2.37724 0.95 0.66 -0.79
C 6.56151 -0.86078 -2.10335 -0.95 0.34 1.58
C 5.14398 -0.28012 -2.24667 -0.57 0.04 -0.90
Cl 3.91862 -1.36516 -1.55723 0.10 -0.34 0.00
H 6.76525 -1.08687 -1.05670 -0.49 -0.22 0.03
H 6.80670 -1.78038 -2.63468 -0.31 0.44 -0.55
H 4.82207 -0.06256 -3.26507 0.44 -0.80 -0.44
H 4.91160 0.71484 -1.86702 0.94 -0.16 1.00
Cl -3.53572 1.95792 3.18469 -0.43 0.22 -0.02
C -2.51497 3.25665 2.56507 0.48 1.36 0.05
C -3.12093 4.70517 2.60684 0.01 -1.47 -0.46
Cl -4.67020 4.77715 1.62521 0.78 0.12 0.77
H -2.14007 3.00965 1.57182 -0.39 -0.13 0.03
H -1.64267 3.25613 3.21867 0.04 0.10 -0.04
H -2.43680 5.41070 2.13534 0.01 -0.22 -0.09
H -3.25160 5.02162 3.64167 -0.61 -0.06 -0.18
C -0.15973 0.20112 1.24475 -1.46 1.81 2.86
O -0.96297 0.50515 2.17530 1.68 -0.28 -1.65
N -0.27232 -0.83619 0.48417 -0.74 -2.90 -3.19
C 0.70032 -1.05251 -0.60642 0.59 -0.49 0.54
C -1.43547 -1.74104 0.42234 -0.28 -0.03 0.77
H 0.74574 0.76897 0.98042 -0.14 0.25 0.44
H 0.86200 -2.10600 -0.83475 -0.51 -0.34 0.41
H 1.68575 -0.78026 -0.22840 -0.12 0.62 -0.34
H 0.45082 -0.63630 -1.58244 -0.13 0.59 0.37
H -1.10376 -2.76385 0.24366 0.23 0.06 0.24
H -2.03485 -1.69357 1.33151 0.45 0.02 0.24
H -2.18797 -1.55834 -0.34477 0.42 0.69 -0.53
```
Forces are in eV/Å.

Properties
* strongest force on any atom: 4.4 eV/A
* LUMO (alpha / beta): 2.53 / 2.51 eV
* HOMO energy (alpha / beta): 0.553 / -7.081 eV
* 2S+1: 2
* net charge: -1
* frontier orbital gap (alpha / beta): 0.0725 / 0.3526 hartree

These are the natural (NBO) partial charges, in e, on atoms 1 to 6:
1 Cl -0.064
2 C -0.432
3 C -0.478
4 Cl -0.118
5 H 0.220
6 H 0.224


2.
# C29H81F3N13O9P4V

A molecular structure, C29H81F3N13O9P4V at a distorted geometry (ωB97M-V/def2-TZVPD, OMol25).

XYZ file:
```
140
Properties=species:S:1:pos:R:3:forces:R:3
O 0.00234 1.07994 1.62176 1.65 -1.84 -3.92
V 0.51432 0.36970 0.22509 -0.39 3.06 4.47
C 3.17895 2.49426 0.53059 -2.06 -3.00 1.22
O 2.27618 3.05610 1.46099 -0.12 0.81 -0.07
O 2.55307 1.26089 0.17202 -0.32 0.92 -1.25
C 3.63721 3.49296 -0.59002 0.26 -1.91 -0.98
F 2.63849 3.96335 -1.35920 0.13 -0.06 0.38
F 4.30913 4.48426 -0.06697 0.06 1.37 0.80
F 4.56034 2.93213 -1.46338 -1.04 -0.28 0.54
C 2.74018 3.99454 2.42049 -0.24 0.66 0.68
C 1.73107 4.02658 3.55867 -1.37 -0.48 -0.98
H 1.83679 4.77121 4.34763 0.51 -0.12 -0.16
H 0.75192 4.17739 3.10411 -0.27 0.31 0.00
H 1.61513 3.01514 3.94810 0.35 0.08 0.40
H 2.83612 4.95233 1.90910 0.20 0.27 0.34
H 3.65925 3.75289 2.95434 0.71 -0.41 -0.82
H 4.01621 2.19330 1.16030 1.00 0.35 -0.56
C -2.55038 2.26016 5.92006 -0.38 -0.35 0.17
N -1.18131 2.29655 5.34151 1.78 -1.07 -0.43
O -0.99273 1.80832 4.22311 -1.14 0.61 0.85
O -0.25141 2.67538 6.02425 -0.55 0.50 0.39
H -2.58187 2.18066 7.00671 0.81 0.09 -0.08
H -2.95331 1.32760 5.52502 -0.51 0.54 -0.27
H -3.06939 3.18969 5.68617 -0.06 -0.33 -0.52
O 0.89219 -0.72368 -1.64274 -0.36 -0.64 -0.63
P 1.35470 -1.15937 -3.01240 0.12 0.63 -1.32
N 1.87930 -2.77453 -3.01596 1.87 0.72 -1.57
C 1.14898 -3.76542 -2.31675 -1.24 -0.13 1.08
C 2.54731 -3.30010 -4.26106 0.15 1.02 0.97
N 2.64702 -0.19391 -3.61036 -0.47 -1.12 0.81
C 2.45403 1.00887 -4.45453 -0.23 -0.53 0.97
C 4.02175 -0.17193 -2.93643 -1.07 -1.00 -0.64
N 0.06445 -1.14243 -4.20831 1.45 1.18 1.86
C 0.32473 -1.36409 -5.61856 -0.50 -0.06 -0.11
C -1.35513 -1.32095 -3.86115 0.91 -0.61 0.21
H 1.60326 -4.75500 -2.26724 0.75 0.29 0.08
H 0.17719 -4.00324 -2.74937 -0.48 0.25 -0.27
H 0.98071 -3.36527 -1.31691 -0.17 -0.37 0.17
H 3.32182 -2.58011 -4.52536 -0.13 0.00 -0.30
H 1.86299 -3.44502 -5.09701 -0.03 -0.11 0.08
H 3.07605 -4.22459 -4.02901 -0.28 -0.07 0.14
H 3.17781 0.91646 -5.26428 -0.31 0.40 -0.25
H 1.41400 1.13357 -4.75599 0.25 -0.51 -0.45
H 2.63185 1.89967 -3.85207 0.42 0.10 0.00
H 4.29116 -1.16143 -2.56710 -0.42 -0.09 0.06
H 4.76897 0.00311 -3.71045 -0.14 0.45 -0.08
H 4.10976 0.52921 -2.10651 -0.33 0.21 -0.21
H 1.35210 -1.18445 -5.93534 -0.05 -0.05 0.30
H 0.00432 -2.36770 -5.89821 0.26 -0.34 -0.11
H -0.33103 -0.71711 -6.20120 0.06 0.35 -0.10
H -1.60372 -2.36755 -4.03701 -0.29 -0.22 -0.25
H -1.98993 -0.70750 -4.50054 0.00 0.20 0.10
H -1.56715 -1.17335 -2.80221 0.28 0.48 -0.04
O 1.35749 -1.31237 1.28341 -0.36 -0.32 -1.34
P 2.38477 -2.04642 2.05780 3.90 -0.28 3.13
N 2.10317 -3.66271 2.35237 -1.31 -0.70 0.44
C 2.87355 -4.65384 3.22912 -0.61 1.67 -1.03
C 1.09678 -4.27223 1.49843 -0.20 -1.06 0.23
N 2.61068 -1.39716 3.63246 -0.23 -1.07 -0.82
C 2.93238 0.03170 3.72024 0.05 -0.19 -0.40
C 1.69851 -1.77344 4.71562 -0.68 0.11 -0.31
N 3.96689 -2.08858 1.41043 -0.88 1.36 1.00
C 4.08362 -2.14809 -0.05533 0.22 -0.27 1.37
C 5.17726 -2.40767 2.22017 -0.67 -1.03 -0.12
H 3.61590 -4.07772 3.78148 0.15 -0.35 -0.17
H 3.27961 -5.43447 2.58582 0.44 0.22 0.00
H 2.23809 -5.17012 3.94869 -0.43 0.34 -0.03
H 0.89604 -5.28144 1.85798 -0.10 -0.04 0.29
H 1.44122 -4.45699 0.48090 0.01 0.37 -0.24
H 0.13477 -3.75987 1.50886 0.15 0.25 -0.15
H 3.86297 0.18289 3.17320 0.01 0.36 0.13
H 2.14485 0.65976 3.30378 -0.10 0.08 -0.25
H 3.01625 0.31480 4.76948 0.36 -0.12 -0.02
H 2.16263 -1.57403 5.68151 0.07 0.00 -0.06
H 0.78555 -1.18425 4.62924 -0.12 0.40 0.30
H 1.32207 -2.79635 4.70967 0.58 -0.20 -0.29
H 4.24827 -1.12422 -0.39101 0.08 -0.37 -0.58
H 4.88826 -2.86269 -0.22859 0.32 0.37 -0.54
H 3.20286 -2.62185 -0.48883 -0.21 0.39 -0.19
H 5.30634 -3.48993 2.20734 0.11 -0.34 -0.06
H 5.10873 -2.17445 3.28272 -0.46 0.47 -0.21
H 6.14111 -2.03661 1.87172 -0.41 0.66 -0.50
O -0.77650 1.78988 -0.95070 -0.63 -0.23 -0.76
P -1.62787 2.92224 -1.46361 0.07 1.51 -1.47
N -1.56734 4.29603 -0.49678 -0.95 -1.07 0.09
C -0.24337 4.94635 -0.39221 -0.47 0.09 -0.45
C -2.36985 4.19342 0.77128 0.67 0.54 -0.63
N -3.27141 2.61606 -1.77302 -0.95 -0.39 1.01
C -3.68273 1.27048 -2.23555 0.12 0.33 0.54
C -4.17495 3.75427 -2.23728 1.59 -0.65 0.39
N -1.16948 3.47681 -3.01289 0.62 -0.58 0.23
C -0.71603 2.45872 -4.03737 -0.28 1.53 1.38
C -1.29134 4.86978 -3.51003 -0.24 -1.07 -0.12
H 0.22888 4.87083 -1.37168 0.16 -0.08 0.17
H 0.41828 4.51518 0.35908 -0.11 -0.21 0.09
H -0.38162 6.01201 -0.20961 -0.09 0.01 0.20
H -2.66892 5.19300 1.08671 0.16 0.14 -0.04
H -1.76603 3.74547 1.56048 -0.07 -0.20 0.09
H -3.29601 3.64059 0.61410 0.24 -0.19 -0.13
H -3.27869 0.48855 -1.59257 0.31 0.22 0.10
H -4.76361 1.15065 -2.16175 -0.10 0.28 0.04
H -3.41169 1.02940 -3.26343 0.18 0.21 -0.25
H -4.23692 4.55717 -1.50270 0.13 -0.23 0.29
H -3.72139 4.21203 -3.11639 -0.43 -0.16 -0.33
H -5.18884 3.39818 -2.41984 0.27 -0.22 -0.11
H 0.22540 2.83934 -4.43352 0.07 -0.29 -0.15
H -0.57916 1.49841 -3.54022 0.13 0.03 -0.09
H -1.43574 2.36326 -4.85040 -0.15 0.03 -0.03
H -1.99017 5.47541 -2.93302 0.50 -0.06 0.45
H -1.76165 4.84220 -4.49296 0.13 -0.13 -0.29
H -0.30801 5.32737 -3.61858 -0.03 0.25 0.14
O -1.43295 -0.71265 0.39991 -0.69 -0.27 0.39
P -2.65055 -1.49708 0.76637 -2.89 -0.73 1.66
N -4.19693 -0.62684 0.83914 1.71 -1.81 -1.02
C -4.24332 0.79644 1.06167 -0.11 -0.27 0.47
C -5.50968 -1.30312 0.91068 0.50 -0.55 -0.62
N -2.59432 -2.23057 2.36996 2.30 0.38 -0.84
C -1.50382 -1.82210 3.33608 -0.64 0.21 -1.60
C -3.53630 -3.19825 2.89143 -0.77 -0.20 -0.99
N -2.99497 -2.70384 -0.34660 -0.18 -0.72 0.05
C -2.14562 -3.91806 -0.29372 0.78 0.76 -0.59
C -3.76390 -2.48327 -1.61583 -0.32 0.41 1.22
H -3.22769 1.18501 1.13673 -0.08 0.22 -0.21
H -4.75826 0.97430 2.00576 0.03 0.27 0.26
H -4.83746 1.28115 0.28698 0.23 0.26 -0.18
H -6.19973 -0.91543 0.16127 -0.13 0.78 0.22
H -5.96443 -1.32956 1.90094 0.04 0.55 0.12
H -5.52111 -2.34711 0.59751 0.84 -0.18 0.20
H -1.70941 -0.77202 3.54385 0.65 0.01 0.54
H -1.48505 -2.45031 4.22664 -0.48 0.10 -0.07
H -0.53116 -1.95694 2.86294 0.01 0.38 -0.03
H -4.50044 -2.72056 3.06568 -0.26 -0.29 -0.06
H -3.61830 -4.02514 2.18601 -0.58 -0.02 -0.21
H -3.27952 -3.71705 3.81501 0.67 0.61 0.12
H -2.41257 -4.71056 -0.99285 -0.84 0.15 0.17
H -1.16325 -3.63058 -0.66842 0.41 -0.07 0.31
H -2.03453 -4.33372 0.70777 -0.21 0.15 -0.03
H -3.65334 -1.48104 -2.02987 0.29 -0.03 0.15
H -4.81672 -2.57085 -1.34750 -0.11 -0.19 -0.42
H -3.52431 -3.19244 -2.40815 0.24 -0.14 0.39
```
Forces are in eV/Å.

Properties
* strongest force on any atom: 5.4 eV/A
* LUMO (alpha / beta): -1.83 / -1.48 eV
* HOMO energy (alpha / beta): -10.291 / -10.301 eV
* 2S+1: 2
* net charge: +1
* frontier orbital gap (alpha / beta): 0.3110 / 0.3243 hartree

These are the Löwdin partial charges, in e, on atoms 1 to 6:
1 O -0.289
2 V 0.994
3 C -0.348
4 O -0.121
5 O -0.257
6 C -0.531


3.
# C3H7NO

2 unconnected molecules or ions with the total composition C3H7NO at a distorted geometry (ωB97M-V/def2-TZVPD, OMol25).

XYZ file:
```
12
Properties=species:S:1:pos:R:3:forces:R:3
C -1.29801 0.34140 0.77345 -1.71 1.17 -0.48
N -0.24534 0.25886 1.42562 0.53 -0.98 0.80
C 1.02620 0.68116 0.97593 2.47 1.73 -0.09
H -2.24288 0.04663 1.18116 -0.33 -0.78 0.99
H -1.60178 0.85144 -0.15518 1.37 0.20 -0.38
H 1.46114 1.51090 1.66019 -1.03 -1.17 -1.03
H 1.10836 1.02177 -0.06737 -0.48 0.32 0.10
H 1.84775 -0.06670 1.01102 -0.97 -0.22 0.43
C -0.02753 -1.18302 -1.63713 0.76 0.82 -1.87
O 0.98311 -0.84547 -2.22071 -0.35 -0.61 0.70
H -0.28566 -2.25690 -1.54320 -0.07 0.31 0.46
H -0.72536 -0.36006 -1.40376 -0.19 -0.78 0.36
```
Forces are in eV/Å.

Properties
* strongest force on any atom: 3.0 eV/A
* LUMO: 0.70 eV
* HOMO energy: -9.584 eV
* ΔE to the lowest compared entry with this formula, charge and spin: 74.7 kcal per mole
* frontier orbital gap: 0.3779 hartree

These are the natural (NBO) partial charges, in e, on atoms 1 to 6:
1 C -0.054
2 N -0.389
3 C -0.464
4 H 0.160
5 H 0.132
6 H 0.217